# C5H9N2

A gas-phase ion, C5H9N2 (charge +1) at a distorted geometry (wB97M-V/def2-TZVPD, OMol25).

```
16
C5H9N2 | OMol25 | wB97M-V/def2-TZVPD
C 0.628 -1.753 -0.751
C -0.007 -0.550 -0.308
N -1.758 -0.251 -0.564
C -1.940 0.948 -0.028
C -0.841 1.384 0.596
N 0.234 0.557 0.322
C 1.585 0.773 0.832
H 0.099 -2.747 -0.704
H 0.792 -1.604 -1.869
H 1.667 -1.823 -0.548
H -2.396 -0.813 -1.157
H -2.938 1.333 0.233
H -0.736 2.187 1.210
H 2.107 -0.286 0.613
H 1.987 1.559 0.178
H 1.516 1.086 1.945
```

Computed properties:
* energy above the lowest of the compared OMol25 structures with the same formula, charge and spin: 83.3 kcal per mole
* structure (SMILES): Cc1[nH]cc[n+]1C
* total charge: +1
* LUMO: -3.724 eV
* frontier orbital gap: 9.597 eV


# C5H9N2

A gas-phase ion, C5H9N2 (charge +1) at a distorted geometry (wB97M-V/def2-TZVPD, OMol25).

```
16
C5H9N2 | OMol25 | wB97M-V/def2-TZVPD
C 1.620 0.603 0.226
C 0.421 1.560 -0.203
C 1.669 -0.895 0.053
C -0.921 -0.342 0.051
C -2.030 -1.270 0.017
N -0.912 0.975 0.008
N 0.783 -1.717 0.005
H 2.477 1.042 -0.404
H 1.642 0.630 1.260
H 0.654 2.379 0.447
H 0.415 1.793 -1.204
H 2.706 -1.330 -0.058
H -1.643 1.540 -0.233
H -1.727 -2.153 -0.693
H -3.058 -0.796 -0.074
H -2.096 -2.019 0.803
```

Computed properties:
* energy above the lowest of the compared OMol25 structures with the same formula, charge and spin: 53.6 kcal per mole
* ⟨S²⟩: 2.018
* total charge: +1
* LUMO (alpha / beta): -4.664 / -6.907 eV
* 2S+1: 3
* frontier orbital gap (alpha / beta): 7.918 / 8.908 eV


# C5H9N2

A gas-phase ion, C5H9N2 (charge +1) at a distorted geometry (wB97M-V/def2-TZVPD, OMol25).

```
16
C5H9N2 | OMol25 | wB97M-V/def2-TZVPD
C -0.043 0.820 0.093
C -1.425 -0.864 0.983
C 1.797 -0.541 -0.978
C 2.795 -1.323 -1.653
C -2.142 1.520 1.005
N 0.859 0.003 -0.459
N -1.220 0.418 0.715
H -0.109 1.821 -0.286
H -2.130 -1.104 1.816
H -0.676 -1.704 0.883
H 3.844 -0.916 -1.364
H 2.606 -1.247 -2.742
H 2.670 -2.335 -1.230
H -3.153 1.106 1.031
H -1.808 1.990 1.879
H -1.864 2.356 0.306
```

Computed properties:
* energy above the lowest of the compared OMol25 structures with the same formula, charge and spin: 20.4 kcal per mole
* ⟨S²⟩: 2.018
* total charge: +1
* LUMO (alpha / beta): -3.869 / -5.792 eV
* 2S+1: 3
* frontier orbital gap (alpha / beta): 6.436 / 9.702 eV


# C5H9N2O

A molecular structure, C5H9N2O at a distorted geometry (wB97M-V/def2-TZVPD, OMol25).

```
17
C5H9N2O | OMol25 | wB97M-V/def2-TZVPD
C -0.420 0.354 0.431
C 1.706 -0.249 0.010
C 2.751 -1.206 -0.023
C -2.569 -0.157 -0.578
C -1.857 0.556 0.613
N 0.441 -0.568 0.396
N 0.711 1.743 -0.330
O 1.834 1.052 -0.332
H 3.794 -0.909 -0.300
H 2.614 -1.941 -0.689
H 2.682 -1.673 0.891
H -2.821 -1.113 -0.214
H -2.002 -0.527 -1.444
H -3.524 0.348 -0.903
H -2.029 0.208 1.684
H -2.204 1.534 0.522
H 0.893 2.547 0.266
```

Computed properties:
* energy above the lowest of the compared OMol25 structures with the same formula, charge and spin: 124.8 kcal per mole
* total charge: +1
* LUMO: -5.597 eV
* frontier orbital gap: 9.019 eV


# C5H9N2O

2 unconnected molecules or ions with the total composition C5H9N2O at a distorted geometry (wB97M-V/def2-TZVPD, OMol25).

```
17
C5H9N2O | OMol25 | wB97M-V/def2-TZVPD
C -2.830 0.291 -0.218
C -1.675 0.920 -0.811
C -2.365 -0.715 0.605
C -0.594 0.289 -0.202
C 1.513 0.224 -0.452
N 1.749 -1.051 -0.784
N 1.858 0.485 1.014
O -0.978 -0.654 0.622
H -3.815 0.482 -0.521
H -1.595 1.763 -1.530
H -2.814 -1.506 1.159
H 1.898 0.996 -1.157
H 2.543 -1.424 -1.295
H 1.091 -1.664 -0.466
H 2.915 0.697 1.126
H 1.794 -0.376 1.515
H 1.305 1.243 1.395
```

Computed properties:
* energy above the lowest of the compared OMol25 structures with the same formula, charge and spin: 93.0 kcal per mole
* total charge: +1
* LUMO: -3.478 eV
* frontier orbital gap: 8.899 eV


# C5H9N2O3S2

2 unconnected molecules or ions with the total composition C5H9N2O3S2 at a distorted geometry (wB97M-V/def2-TZVPD, OMol25).

```
21
C5H9N2O3S2 | OMol25 | wB97M-V/def2-TZVPD
C -0.371 -2.930 -0.211
C -1.317 -2.125 0.281
C 0.988 1.417 0.995
C 0.906 0.220 -1.071
C 0.536 0.116 0.416
N 0.499 2.526 0.451
N -0.894 0.017 0.689
O -3.409 0.141 0.261
O 1.845 1.476 1.891
O -1.909 2.083 -0.335
S 2.592 -0.608 -1.276
S -2.187 0.561 -0.430
H -0.769 -3.905 -0.278
H 0.443 -2.622 -0.911
H -2.293 -2.206 0.785
H 0.304 -0.384 -1.783
H 0.868 1.346 -1.366
H 1.037 -0.712 0.893
H -0.544 2.462 -0.012
H 0.598 3.437 0.936
H 3.077 -0.309 0.076
```

Computed properties:
* energy above the lowest of the compared OMol25 structures with the same formula, charge and spin: 55.7 kcal per mole
* total charge: -1
* LUMO (alpha / beta): 2.933 / 2.933 eV
* frontier orbital gap (alpha / beta): 7.287 / 7.288 eV


# C5H9N2P

A single C5H9N2P molecule at a distorted geometry (wB97M-V/def2-TZVPD, OMol25).

```
17
C5H9N2P | OMol25 | wB97M-V/def2-TZVPD
C 1.523 -0.639 0.032
C -0.647 -0.145 0.937
C 1.645 -0.637 -1.413
C -1.605 1.448 -0.727
C -1.847 0.199 0.157
N 2.098 -0.950 1.096
N 1.553 -0.798 2.293
P -0.187 -0.387 2.516
H 1.868 0.350 -1.926
H 0.678 -1.070 -1.831
H 2.511 -1.326 -1.665
H -2.080 2.319 -0.174
H -2.054 1.338 -1.628
H -0.608 1.578 -0.989
H -2.040 -0.796 -0.452
H -2.855 0.632 0.662
H 2.046 -1.117 3.112
```

Computed properties:
* energy above the lowest of the compared OMol25 structures with the same formula, charge and spin: 79.2 kcal per mole
* ⟨S²⟩: 2.026
* LUMO (alpha / beta): 0.771 / -1.586 eV
* 2S+1: 3
* frontier orbital gap (alpha / beta): 6.299 / 6.406 eV


# C5H9N2S

A gas-phase ion, C5H9N2S (charge +1) at a distorted geometry (wB97M-V/def2-TZVPD, OMol25).

```
17
C5H9N2S | OMol25 | wB97M-V/def2-TZVPD
C -0.985 1.114 0.120
C 1.488 -0.085 -0.081
C -0.529 -1.554 -0.205
C 1.371 1.474 0.082
C -1.869 -1.422 0.340
N 0.377 -0.725 0.518
N 0.009 1.912 0.150
S -2.440 0.455 -0.149
H 1.675 -0.258 -1.145
H 2.356 -0.396 0.671
H -0.368 -2.674 -0.260
H -0.511 -1.274 -1.275
H 2.121 1.990 0.777
H 1.818 1.824 -0.900
H -2.693 -2.039 -0.079
H -1.837 -1.221 1.402
H 0.017 2.880 0.035
```

Computed properties:
* energy above the lowest of the compared OMol25 structures with the same formula, charge and spin: 106.1 kcal per mole
* total charge: +1
* LUMO (alpha / beta): -5.357 / -5.044 eV
* frontier orbital gap (alpha / beta): 8.226 / 8.272 eV